i) 2 unconnected molecules or ions with the total composition C3H6O2, computed with wB97M-V/def2-TZVPD.

```
11
C3H6O2 wB97M-V/def2-TZVPD
C 0.26222 1.43055 0.14122
C 0.88221 0.39670 0.11167
C 1.55408 -0.87257 0.09268
O -2.22564 0.28142 -0.04905
O -1.75306 -1.07756 0.17481
H -1.31330 0.76868 0.01975
H -0.06359 2.42832 0.21494
H 1.22721 -1.46339 0.94628
H 1.31282 -1.41763 -0.81820
H 2.63056 -0.70823 0.14655
H -2.51352 0.23373 -0.98066
```

As for the lowest unoccupied orbital energy: 0.7 eV. Its frontier orbital gap is 9.3 eV.

Here are the Löwdin charges for atoms 1 to 6, given in e: C 0.071; C -0.154; C -0.086; O -0.068; O -0.290; H 0.058


ii) A single C3H6O2 molecule, computed with wB97M-V/def2-TZVPD.

```
11
C3H6O2 wB97M-V/def2-TZVPD
O 1.80697 0.48564 -0.16865
C 1.15195 -0.65141 -0.21503
C -0.21516 -0.81079 0.57714
C -1.45245 -0.36492 0.03903
O -1.22106 1.20325 -0.12116
H 1.76139 -1.60719 -0.06131
H 0.85393 -0.82787 -1.28339
H -0.25154 -0.83026 1.66952
H -2.37234 -0.28540 0.60890
H -1.81705 -0.66908 -0.97391
H -0.29450 1.36278 0.13468
```

As for the lowest unoccupied orbital energy: -2.8 eV. Its frontier orbital gap is 5.9 eV.

Here are the Löwdin charges for atoms 1 to 6, given in e: O -0.112; C -0.467; C 0.119; C -0.162; O -0.057; H 0.131


Bottom line: ii), by a margin of 0.508 eV.